No. 1
C45H37Cl2N6O3P2S2TeY as an isolated structure, computed with ωB97M-V/def2-TZVPD.

Each line ends with the Mulliken charge.
Positions of all 99 atoms, in Å:
H -2.62273 0.62657 6.75921  0.423
C 0.55231 3.51882 -0.96258  -0.266
C -2.40533 0.28454 4.65743  -0.851
H 1.15284 1.53523 -3.18900  0.433
H -7.68592 -0.79762 1.81587  0.411
C -2.48200 -0.37606 -1.89273  -0.199
C 2.75039 2.71437 -3.88052  -1.103
H 5.44310 0.14348 0.63985  0.096
C -4.65271 0.50323 1.07605  -0.567
C -1.20467 2.86046 -2.46005  -0.904
H 1.23966 3.28162 -0.15809  0.253
C 2.22078 1.70796 -3.14566  -0.163
Y 2.25142 -0.66523 -0.67003  0.585
H 4.60760 3.80772 -4.27688  0.412
H -0.17549 -2.14133 -4.42338  0.531
Te -1.88312 3.03744 1.61182  0.321
C -1.10862 -0.15731 -1.82475  0.902
H -4.74253 3.84787 2.57385  0.391
H -0.23637 1.17094 7.09951  0.389
C -2.20196 -1.84601 -3.77524  -0.795
C -3.72015 3.58182 0.69336  -0.154
H -1.89944 2.11473 -2.82740  0.574
Cl 4.18982 -1.19956 2.11562  -0.080
C -0.36380 2.56263 -1.39177  0.293
C -0.59875 0.91882 6.11127  -0.624
H -6.27114 -2.25466 3.22872  0.428
H -3.83197 -1.95482 3.26061  0.516
H -0.19208 6.02641 -3.10376  0.433
H 5.65952 -7.99410 0.98596  0.397
H -6.64022 0.96765 0.42803  0.483
C 4.83297 0.32628 1.51821  -0.270
H 0.79842 -0.70096 -2.77889  0.321
H -4.09802 -1.36361 -2.89012  0.487
H 1.32751 5.49659 -1.22321  0.438
C -5.81897 -1.47548 2.62925  -0.843
C 5.35801 -7.01895 0.62810  -0.455
H 0.49082 0.60004 2.92486  0.258
S -1.58282 -2.05091 1.38600  -0.468
C -6.02970 0.32714 1.05161  -0.977
H 5.99027 2.27105 -2.94451  0.386
C 0.27495 0.91251 5.03209  -0.760
P -0.33957 0.94093 -0.56050  2.345
H 1.32048 1.15159 5.17547  0.442
C -3.88936 3.63921 -0.68388  0.108
C -5.13946 3.96439 -1.19006  -0.515
C 4.11421 -3.20738 -0.79282  -0.196
C -0.24143 5.05864 -2.62144  -0.705
C 4.05529 -6.81437 0.20600  -0.815
C -4.81205 3.88890 1.49396  -0.289
C 5.88494 -4.71986 0.14628  -0.506
C 5.06001 -0.02431 -1.82071  -1.086
N -6.19644 4.24852 -0.43057  -0.661
H -3.12306 0.11742 -1.17430  0.414
N 4.92267 -2.21929 -0.95964  -1.196
S 0.44599 -2.30225 1.97159  1.119
C -6.61260 -0.65865 1.83107  -0.641
C 3.68092 -5.56091 -0.25115  0.120
H 7.28701 -6.12953 0.93159  0.401
H -3.06642 3.43217 -1.35694  0.542
H -6.88368 4.45765 1.49430  0.383
H -1.79150 4.32550 -3.91081  0.477
P -2.05223 -0.04944 1.87216  2.356
N 2.36423 -5.31283 -0.68493  0.110
O 0.54728 -2.18380 3.39170  -0.541
H 2.11168 3.32647 -4.50076  0.438
C 1.94713 -4.06823 -0.95021  -0.465
C 4.15999 2.96389 -3.76597  -0.304
N 2.71016 -3.02834 -1.01632  -0.125
H -5.29850 4.00273 -2.26282  0.405
C -1.53139 0.27433 3.57696  0.886
C -6.01650 4.22008 0.88716  -0.440
C -1.14126 4.10368 -3.07392  -0.312
O 0.73417 -3.58867 1.39119  -0.611
C 4.91973 2.13023 -3.03121  -1.342
C -4.44634 -1.30050 2.65499  -0.542
C -3.02667 -1.21034 -2.85596  -0.710
H -3.45680 0.07630 4.51934  0.409
Cl 3.49776 1.39878 0.98275  -0.021
C 0.60789 4.76438 -1.56492  -0.713
C 6.27072 -5.96972 0.59680  -0.773
O 1.08600 -1.17160 1.25169  -0.259
H 0.88436 -3.95983 -1.12848  0.513
C -1.93658 0.60849 5.92258  -0.695
C -0.18874 0.59679 3.76858  -0.179
H 1.66642 -6.02387 -0.54505  0.299
C -1.52854 1.14631 0.77484  -1.686
C 4.58160 -4.49797 -0.29488  0.935
C 4.33266 0.98153 -2.37627  0.855
H 6.13739 -0.11360 -1.88418  0.321
C -0.28871 -0.81763 -2.74359  -0.402
H 6.58015 -3.89225 0.12136  0.458
N 4.30195 -1.05981 -1.27402  0.847
N 2.91845 0.86929 -2.32089  0.403
C -3.85457 -0.29737 1.88254  0.406
C -0.83111 -1.64955 -3.71630  -1.213
H -2.62560 -2.49500 -4.53051  0.393
H -4.19182 1.27302 0.47202  0.060
H 3.33152 -7.62048 0.23141  0.372
H 5.35629 0.83687 2.31697  0.447

Calculated values
Energy relative to the best compared isomer or geometry (same formula, charge and spin) = 183.1 kJ/mol
Total charge = 0

=====

No. 2
A 2-piece molecular cluster, C27H39FN2O3S overall, computed with ωB97M-V/def2-TZVPD.

Each line ends with the Mulliken charge.
Positions of all 73 atoms, in Å:
H -1.58952 0.81172 -6.87886  0.403
C -1.06356 -0.77603 -8.24372  -0.382
H -0.55815 -2.55269 -9.34559  0.361
H 1.18524 1.47322 -0.69307  0.232
H -1.21022 2.57969 2.19426  0.155
C -1.10019 -2.42612 -5.99871  -0.189
H -5.17430 -2.51776 1.19986  0.272
N 0.00059 -2.84023 4.34563  -0.674
S 0.88909 -2.22919 5.69479  0.146
F -1.66171 -0.55662 -4.67814  -0.272
C -0.52273 -1.85629 1.84210  -0.045
H 6.50043 2.50800 1.83861  0.304
H -1.28345 0.17318 -1.05808  0.049
C -3.61358 -3.68455 2.36174  -0.376
H 0.31557 0.63752 -2.41261  0.140
H -1.04290 -0.13289 -9.11725  0.357
H -0.59950 -4.02094 -7.35099  0.358
H 5.40516 1.14848 1.26783  0.278
C 0.06256 -1.84752 3.31365  0.380
H -0.05648 -2.34692 -2.08333  0.202
C -0.28913 -0.66102 0.86615  0.877
C -0.88978 -0.80559 -0.62194  -0.235
H -3.43744 -3.66071 3.49580  0.249
H 6.46532 0.80939 2.73113  0.249
O -4.23561 2.37827 1.05730  -0.586
H 2.28579 1.77274 4.36827  0.457
H -2.76248 -1.58083 1.88237  0.014
H 4.92696 4.33990 2.29689  0.354
H -5.85805 -4.09615 1.88003  0.294
H -4.62508 2.16390 1.93979  0.350
H 1.14904 -1.77834 -0.81052  0.492
H -0.46535 3.73807 -0.28198  0.501
C 0.67740 1.89706 0.23898  -0.469
C -1.75441 2.64913 1.17368  -0.384
H -2.98837 0.83291 1.90825  0.093
C -2.69607 -2.67323 1.52381  -0.246
C 0.33784 -1.41165 -1.52929  -0.843
H 6.13311 3.94084 3.62789  0.400
C 3.30278 2.10616 2.36877  -0.598
H 4.64859 1.71633 4.21308  0.457
C 0.86649 -0.35965 -2.64159  0.011
C -2.98145 1.59525 1.04635  0.182
H 3.28578 1.24516 1.61136  0.182
C -5.16565 -3.21948 2.12120  -0.903
H 1.34090 2.96451 3.29702  0.228
H -3.50044 -4.73743 1.90990  0.280
H 1.36094 2.72137 0.64998  0.005
C 5.02221 3.82523 3.32924  -1.449
H -2.23751 3.70379 1.17382  0.424
O -1.27907 -3.04059 1.47490  -0.473
O 2.31739 -0.21357 -2.45895  -0.615
H -2.94466 1.09910 0.00893  -0.072
C -0.78906 -2.13496 -8.37068  -0.468
H 4.34317 4.35261 4.09178  0.293
H -1.22518 2.25974 -1.06330  0.204
H -1.11301 -3.05210 -5.11379  0.392
H -3.09295 -2.68289 0.43279  0.292
H 0.58200 -0.63745 -3.71086  0.091
C 1.97223 1.99285 3.27530  -0.918
C 0.50631 0.66597 1.28432  0.439
N 1.34285 -0.71215 5.01020  -0.592
C 1.10867 0.74434 2.72050  0.352
H 2.47917 -0.22591 -1.48100  0.359
C 4.67848 2.23683 3.19303  0.512
C -1.36469 -0.24212 -6.99493  -0.493
C 0.86609 -0.50650 3.64811  0.363
C -0.74349 2.62837 -0.08645  -0.797
H 3.19533 3.07525 1.73867  0.146
C -1.37679 -1.07247 -5.88519  0.327
C 5.84800 1.63011 2.21880  -1.114
C -0.80989 -2.96155 -7.24960  -0.397
H -1.73173 -1.57488 -0.70415  -0.170
H -5.56781 -2.58803 2.99770  0.253

Calculated values
SMILES string = CCCOc1c(CCCO)c(CCCCO)c(CCC(C)C)c2nsnc12.Fc1ccccc1
Total charge = 0

=====

no.,LUMO energy (Eh),gap between HOMO and LUMO (Eh)
1,0.0063,0.193
2,-0.0383,0.260